Computed, not measured: a molecular structure, C13H15IN2O11PS2, with wB97M-V/def2-TZVPD.

XYZ file:
```
45
Properties=species:S:1:pos:R:3:forces:R:3
C 3.394577 -2.023645 3.678119 0.10 0.04 0.06
S 2.341268 -0.657028 4.003954 -0.09 0.23 -0.06
O 1.663405 -0.852855 5.242834 -0.01 -0.06 0.00
O 2.989700 0.561048 3.673721 0.03 -0.02 0.04
N 1.000527 -0.846730 2.793471 -0.28 0.13 0.17
S -0.084715 0.557133 2.948275 0.24 0.10 -0.02
I 1.787906 -0.726651 0.817325 0.29 -0.04 -0.15
P 0.093972 -2.572857 3.094385 -0.10 -0.02 0.05
N -1.030544 -2.065063 4.189306 -0.03 -0.54 -0.34
O -0.809465 -2.534624 1.757260 0.09 0.19 0.10
H 4.057336 -2.011069 4.545813 0.03 -0.08 -0.03
H 3.960268 -1.848059 2.769224 -0.01 0.00 -0.02
H 2.821248 -2.945053 3.653662 0.00 -0.03 0.02
H -0.042815 0.622220 4.290969 -0.06 -0.18 0.07
H -1.923530 -1.757426 3.820969 0.00 0.15 0.05
H -1.140285 -2.704491 4.967038 0.07 0.21 0.16
H -0.343240 -2.814124 0.957546 -0.07 -0.05 0.01
C 2.442806 0.115959 -3.555292 0.05 0.07 0.18
C 2.135427 -0.267813 -4.813194 -0.01 0.01 -0.06
C 2.071083 -1.732047 -5.220800 0.02 -0.14 0.05
O 1.765225 -1.955711 -6.371422 0.00 0.05 -0.03
C 2.378732 -2.743191 -4.227487 -0.04 -0.03 -0.06
C 2.693486 -2.348777 -2.988394 0.06 0.02 0.02
C 2.716655 -0.891621 -2.587731 -0.10 0.10 -0.25
O 2.988712 -0.649392 -1.402991 -0.08 -0.08 0.12
O 3.005317 -3.190348 -2.007475 -0.05 -0.02 -0.03
O 1.858847 0.566607 -5.779808 0.01 0.05 0.06
H 2.483927 1.153297 -3.254965 -0.01 0.01 -0.03
H 2.353894 -3.781943 -4.524337 0.01 0.00 0.02
H 3.244782 -2.645975 -1.237404 0.04 0.00 0.02
H 1.667926 0.030983 -6.578053 -0.01 -0.05 -0.03
C -2.777336 2.969305 -1.277480 0.08 -0.04 -0.03
C -3.968097 3.553400 -1.498466 0.01 -0.01 0.01
C -5.020263 3.688660 -0.412260 0.00 -0.04 0.15
O -6.052803 4.243656 -0.726451 -0.02 0.01 -0.06
C -4.734303 3.157323 0.907255 -0.09 0.04 -0.02
C -3.546271 2.580795 1.117795 0.00 -0.01 0.02
C -2.494723 2.454756 0.035228 0.01 0.02 -0.08
O -1.451362 1.903442 0.361738 -0.01 -0.02 0.02
O -3.165595 2.054390 2.278170 -0.04 0.09 0.04
O -4.334411 4.057289 -2.657443 0.06 -0.01 -0.05
H -2.024426 2.871592 -2.046383 -0.02 0.03 -0.01
H -5.489944 3.249481 1.674249 0.02 0.00 0.01
H -2.248057 1.754842 2.123998 -0.06 -0.08 -0.12
H -5.234836 4.420315 -2.534470 -0.04 0.01 0.04
```
Forces are in eV/Å.

## Properties
E_tot   -78278.795 eV
LUMO   -0.1737 Eh
Charge   +1
Orbital gap   6.981 eV

Atom charges from the natural (NBO) analysis, given in e for atoms 1 to 8:
1. C -0.90
2. S 2.28
3. O -0.90
4. O -0.87
5. N -1.11
6. S 0.24
7. I 0.51
8. P 1.46